1.
Molecular formula: C5H9N2O
Method: DFT, the ωB97M-V functional and the def2-TZVPD basis

The spin multiplicity is 1. As for the total charge: +1. The molar mass comes out at 113.14 g/mol. As for the structure (SMILES): [H]/N=C/[C@H]1C(CC)=[N+]1O. For the LUMO energy, the calculation gives -3.8 eV.

Cartesian coordinates (Å):
H 1.50867 2.51813 -2.89122
N 1.35377 2.08333 -2.02489
C 0.33214 2.50038 -1.42832
C 0.04145 1.89906 0.00164
C -0.26441 0.41677 0.21208
C -1.01245 -0.77593 0.01860
C -0.75976 -1.99956 0.92901
N 0.81214 0.83092 0.69203
O 2.00201 0.75388 1.32722
H -0.65727 2.94241 -1.80753
H -0.49513 2.58342 0.67949
H -2.06132 -0.45415 0.25319
H -0.77960 -0.88306 -1.06016
H -1.65521 -2.72674 0.73412
H -0.85273 -1.73487 2.03265
H 0.22046 -2.48192 0.72272
H 2.41489 -0.18142 1.41808

***

2.
Molecular formula: C5H9N2O
Method: DFT, the ωB97M-V functional and the def2-TZVPD basis

The spin multiplicity is 1. As for the total charge: +1. The molar mass comes out at 113.14 g/mol. For the LUMO energy, the calculation gives -5.1 eV.

Cartesian coordinates (Å):
C 3.40530 0.03566 0.00475
C 1.37717 -1.53997 -0.09852
C 2.44735 -0.74386 -0.08529
C -2.96895 0.20068 -0.43223
C -1.79110 -0.58022 0.11482
N 4.41533 0.81431 0.04331
N -2.89683 1.31670 0.48483
O -0.69255 -0.56396 -0.39341
H 1.03950 -1.96776 -1.02861
H 0.98715 -1.93532 0.82341
H -3.89746 -0.36792 -0.35103
H -2.79484 0.48962 -1.47014
H -1.97506 -1.04286 1.09630
H 4.85230 1.14738 -0.81031
H -2.63498 2.19475 0.06419
H -3.68047 1.42082 1.11158
H 4.80812 1.12195 0.92636

***

3.
Molecular formula: C5H9N2O
Method: DFT, the ωB97M-V functional and the def2-TZVPD basis

The spin multiplicity is 1. As for the total charge: +1. The molar mass comes out at 113.14 g/mol. For the LUMO energy, the calculation gives -4.3 eV.

Cartesian coordinates (Å):
C 1.56071 -1.31882 -0.87104
C -0.47883 -0.29054 1.14281
C 2.02938 -2.21408 -1.86640
C -2.17814 1.42828 1.38667
C -1.13204 0.81964 0.41444
N 1.16775 -0.57496 -0.05679
N 0.00786 1.65889 0.11950
O -0.09460 -0.89959 2.03542
H 3.02008 -2.83137 -1.61655
H 2.39176 -1.52609 -2.72400
H 1.22504 -2.78187 -2.23043
H -2.89069 2.00919 0.72602
H -2.56891 0.51581 1.97367
H -1.75571 2.21793 1.97931
H -1.51185 0.47094 -0.43805
H 0.73222 1.85934 0.80480
H 0.47597 1.45730 -0.77937

***

4.
Molecular formula: C5H9N2O
Method: DFT, the ωB97M-V functional and the def2-TZVPD basis

The spin multiplicity is 1. As for the total charge: +1. The molar mass comes out at 113.14 g/mol. For the LUMO energy, the calculation gives -4.8 eV.

Cartesian coordinates (Å):
C 0.05973 0.13699 0.19042
C -1.57895 -0.65522 -3.20509
C -1.53747 1.34993 1.69195
C -2.40476 -0.62098 -1.89119
C -1.11008 -0.44714 -1.81807
N -0.73063 0.83149 0.89362
N 2.81225 -0.24871 1.47960
O 0.00222 -0.35077 -1.00805
H 1.11071 0.05649 0.44760
H -1.39285 -1.55664 -3.73212
H -1.69646 0.29171 -3.72511
H -1.58245 2.44647 1.73448
H -2.23460 0.81326 2.23256
H -3.29441 -0.69991 -1.29972
H 3.32400 -1.15031 1.61378
H 2.95714 0.17807 2.42388
H 3.42697 0.15992 0.82487

***

Short version: 1 is the least stable of them.

***

1.
Molecular formula: C5H9N2O
Method: DFT, the ωB97M-V functional and the def2-TZVPD basis

The spin multiplicity is 1. As for the total charge: +1. The molar mass comes out at 113.14 g/mol. For the LUMO energy, the calculation gives -3.3 eV.

Cartesian coordinates (Å):
C 2.45474 -0.03793 -0.73691
C 2.06174 -1.15075 -0.02074
C 1.96322 1.08536 -0.21762
C 1.29060 -0.59671 0.99988
C -1.85692 -0.15059 -0.17279
N -1.62690 0.91574 0.48365
N -3.02926 -0.45514 -0.58965
O 1.11462 0.68825 0.83135
H 3.05149 0.12462 -1.65170
H 2.44230 -2.17091 -0.04027
H 2.05468 2.11483 -0.46511
H -0.92809 -0.88530 -0.16813
H -0.70323 0.91589 1.01263
H -2.27137 1.60299 0.63387
H -3.19315 -1.26577 -1.09885
H -3.74475 0.22512 -0.65138
H 0.92025 -0.95967 1.85178

***

2.
Molecular formula: C5H9N2O
Method: DFT, the ωB97M-V functional and the def2-TZVPD basis

The spin multiplicity is 1. As for the total charge: +1. The molar mass comes out at 113.14 g/mol. As for the structure (SMILES): CC1=CCO[NH+]=CN1. For the LUMO energy, the calculation gives -4.7 eV.

Cartesian coordinates (Å):
C 1.13302 0.61458 2.08805
C 0.62699 0.22754 0.68886
C 0.44936 1.09446 -0.28250
C 0.07836 0.73100 -1.83814
O -1.41467 0.45660 -1.65656
N -1.78850 -0.64356 -0.85121
C -0.88822 -1.47194 -0.33734
N 0.13545 -1.20267 0.48019
H 2.15516 0.54850 2.44738
H 0.62533 -0.01701 2.74653
H 0.75473 1.66256 1.96761
H 0.47683 2.22283 0.00890
H 0.33670 -0.23894 -2.24803
H 0.08467 1.59154 -2.43658
H -2.64276 -1.10370 -0.99723
H -1.01177 -2.54680 -0.42006
H 0.88933 -1.92498 0.64015

***

Short version: 2 is the least stable of them.